{
  "formula": "C2HNOS",
  "method": "wB97M-V/def2-TZVPD",
  "largest_force_ha_per_bohr": 0.094,
  "orbital_gap_ha": 0.334,
  "relative_energy_ev": 3.826,
  "e_lumo_ev": 0.085,
  "total_energy_ev": -16458.7080,
  "elements": ["C", "C", "N", "O", "S", "H"],
  "xyz": [[-0.487790, -0.209646, -0.171454], [-1.820973, 0.522744, -0.213369], [-1.505181, -0.839145, -0.602043], [-2.412958, 2.897940, 0.446539], [-2.966092, 1.654164, -0.089978], [0.547317, -0.200453, 0.050316]],
  "forces_ev_per_angstrom": [[-4.244, 2.341, -0.136], [2.866, -1.729, 0.027], [0.184, -0.041, 0.026], [0.035, 0.784, 0.264], [0.438, -0.990, -0.221], [0.720, -0.364, 0.040]],
  "nbo_charge": [0.114, -0.292, -0.255, -0.931, 1.119, 0.245]
}

=====

{
  "formula": "C48H62BN2O4Tl",
  "method": "wB97M-V/def2-TZVPD",
  "largest_force_ha_per_bohr": 0.032,
  "orbital_gap_ha": 0.290,
  "relative_energy_ev": 0.065,
  "e_lumo_ev": 0.074,
  "total_energy_ev": -67321.2805,
  "elements": ["Tl", "C", "O", "C", "C", "C", "C", "C", "C", "C", "C", "C", "C", "C", "C", "C", "C", "C", "C", "C", "C", "C", "C", "C", "C", "C", "C", "C", "C", "C", "C", "C", "C", "O", "C", "C", "C", "C", "C", "O", "C", "C", "C", "C", "C", "C", "O", "C", "C", "C", "C", "H", "H", "H", "H", "H", "H", "H", "H", "H", "H", "H", "H", "H", "H", "H", "H", "H", "H", "H", "H", "H", "H", "H", "H", "H", "H", "H", "H", "H", "H", "H", "H", "H", "H", "H", "H", "H", "H", "H", "H", "H", "H", "H", "H", "H", "H", "H", "H", "H", "H", "H", "H", "H", "H", "H", "H", "H", "H", "B", "C", "N", "H", "H", "H", "N", "C", "H"],
  "xyz": [[-0.710185, -0.442180, 0.000195], [3.049715, 0.014567, -0.007643], [1.872231, -0.812524, -0.008635], [2.134755, -2.170188, -0.007625], [2.190651, -2.849570, 1.208010], [1.763212, -2.261062, 2.548092], [1.962764, -0.798839, 2.849247], [3.123689, -0.414497, 3.515179], [3.367772, 0.897627, 3.893920], [2.381498, 1.826620, 3.579298], [1.213537, 1.487394, 2.912225], [0.237927, 2.586605, 2.532377], [0.681863, 3.197774, 1.218338], [1.750367, 4.081690, 1.183443], [2.288827, 4.551910, -0.012577], [1.740394, 4.079548, -1.196832], [0.668059, 3.190724, -1.213049], [0.213986, 2.573839, -2.520395], [1.196699, 1.483563, -2.906620], [2.369909, 1.841689, -3.567413], [3.359566, 0.923912, -3.880732], [3.116947, -0.398412, -3.517851], [1.963194, -0.797632, -2.861718], [1.771427, -2.263144, -2.569245], [2.190817, -2.852899, -1.226427], [2.455842, -4.215726, -1.193128], [2.620857, -4.921888, -0.003429], [2.462294, -4.217051, 1.182127], [2.889812, -6.426959, -0.043447], [4.146644, -6.701811, -0.882681], [3.104287, -7.015831, 1.351648], [1.691104, -7.140965, -0.685261], [0.968832, 0.148891, -2.554166], [-0.206502, -0.215603, -2.002361], [4.664563, 1.302752, -4.582463], [4.735686, 2.798370, -4.892091], [4.783932, 0.528762, -5.901901], [5.847706, 0.945226, -3.668628], [0.125057, 2.806181, 0.003914], [-0.999708, 1.981840, 0.013614], [-2.266398, 2.673251, 0.029273], [3.472961, 5.516539, 0.019684], [3.082274, 6.782901, 0.795601], [4.657057, 4.831878, 0.720629], [3.919099, 5.930843, -1.383668], [0.976964, 0.150848, 2.549674], [-0.203982, -0.197894, 1.999086], [4.642288, 1.344755, 4.613188], [4.277501, 2.004315, 5.949741], [5.384949, 2.358226, 3.727952], [5.582897, 0.173652, 4.897590], [3.647934, -0.183295, -0.896144], [3.631616, -0.162333, 0.895832], [2.705719, 1.049720, -0.023164], [2.268126, -2.835444, 3.325387], [0.692406, -2.476367, 2.642302], [3.848804, -1.188268, 3.741758], [2.520446, 2.866725, 3.858172], [0.243849, 3.352554, 3.308324], [-0.765775, 2.176882, 2.454541], [2.186367, 4.393114, 2.127416], [2.156981, 4.386251, -2.148253], [0.203992, 3.338011, -3.298031], [-0.784707, 2.154806, -2.430027], [2.495044, 2.883782, -3.835762], [3.854455, -1.161485, -3.751043], [2.289955, -2.830074, -3.343124], [0.703508, -2.485451, -2.676014], [2.510247, -4.741939, -2.141891], [2.524948, -4.732235, 2.133750], [5.011996, -6.192310, -0.452526], [4.028075, -6.356044, -1.911060], [4.355849, -7.773880, -0.909330], [3.948941, -6.543061, 1.858281], [3.318264, -8.083005, 1.265772], [2.216540, -6.905158, 1.978911], [1.484299, -6.765725, -1.689019], [0.793798, -7.018258, -0.069886], [1.886740, -8.214318, -0.757771], [3.929221, 3.105338, -5.562376], [5.684570, 3.024976, -5.383392], [4.680163, 3.398358, -3.979499], [3.941018, 0.758958, -6.557726], [4.796180, -0.550086, -5.733718], [5.707909, 0.800487, -6.420203], [5.749277, 1.451655, -2.704857], [6.793486, 1.251837, -4.125097], [5.895522, -0.129522, -3.482307], [-2.093827, 3.744821, 0.087974], [-2.843461, 2.343056, 0.890932], [-2.820339, 2.435541, -0.877238], [2.803490, 6.554591, 1.826308], [2.234203, 7.280083, 0.318271], [3.922090, 7.482157, 0.819773], [4.421078, 4.588088, 1.758615], [5.531561, 5.488833, 0.717642], [4.922143, 3.902680, 0.208698], [3.114919, 6.432808, -1.927333], [4.255726, 5.071245, -1.970048], [4.756939, 6.626880, -1.305733], [3.641840, 2.880250, 5.806500], [5.181713, 2.325235, 6.474545], [3.740567, 1.299333, 6.588796], [4.780342, 3.251996, 3.559951], [5.611957, 1.918515, 2.753256], [6.324313, 2.666292, 4.196758], [5.108415, -0.568851, 5.543780], [6.477179, 0.539814, 5.407013], [5.902745, -0.318056, 3.975502], [-5.415978, 0.191889, -0.008823], [-3.923653, -0.240708, -0.013985], [-2.801107, -0.516775, -0.010799], [-5.377104, 1.377388, -0.281952], [-5.838309, -0.002510, 1.108712], [-6.003540, -0.449050, -0.848581], [-1.052282, -4.005866, -0.060598], [-0.732963, -2.900417, -0.001881], [-1.142019, -5.000998, -0.119488]],
  "forces_ev_per_angstrom": [[1.582, 0.513, 0.017], [-0.128, 0.152, -0.002], [0.163, -0.038, -0.008], [-0.050, -0.026, 0.022], [-0.052, 0.044, 0.060], [-0.097, 0.075, -0.171], [0.017, -0.072, 0.069], [0.021, -0.020, -0.019], [0.066, 0.011, 0.031], [-0.004, 0.019, -0.048], [-0.072, 0.098, 0.058], [0.122, -0.105, -0.088], [-0.047, 0.019, 0.038], [0.037, -0.031, 0.035], [0.022, 0.025, -0.018], [0.045, -0.004, -0.022], [-0.067, 0.000, -0.031], [0.117, -0.098, 0.078], [-0.070, 0.107, -0.058], [-0.013, 0.009, 0.033], [0.053, 0.015, -0.031], [0.042, -0.025, 0.051], [0.011, -0.085, -0.064], [-0.101, 0.074, 0.170], [-0.045, 0.013, -0.086], [0.043, -0.026, -0.037], [-0.060, -0.016, 0.030], [0.043, -0.037, 0.030], [0.020, -0.006, -0.026], [0.004, 0.045, 0.019], [0.014, 0.027, -0.006], [-0.018, -0.078, 0.037], [0.119, 0.110, 0.061], [-0.058, -0.196, -0.304], [-0.009, -0.007, 0.048], [-0.021, -0.009, 0.001], [0.007, 0.003, -0.020], [-0.030, 0.004, -0.011], [-0.007, 0.008, -0.003], [-0.089, 0.153, 0.005], [-0.028, -0.076, -0.004], [0.036, 0.013, 0.022], [-0.009, -0.005, -0.013], [-0.015, 0.004, -0.009], [0.006, -0.011, 0.010], [0.100, 0.108, -0.066], [-0.033, -0.176, 0.310], [-0.029, 0.021, -0.063], [-0.004, -0.016, 0.019], [-0.028, -0.025, 0.018], [-0.011, 0.003, -0.008], [-0.017, -0.027, -0.051], [-0.016, -0.027, 0.056], [-0.026, -0.035, 0.001], [-0.026, -0.052, 0.022], [0.017, -0.015, 0.029], [-0.029, 0.011, -0.009], [-0.007, -0.028, 0.013], [-0.023, 0.021, 0.006], [-0.025, 0.014, 0.006], [-0.033, -0.005, -0.051], [-0.039, -0.006, 0.061], [-0.025, 0.022, -0.011], [-0.026, 0.013, -0.008], [-0.009, -0.039, -0.010], [-0.022, 0.005, 0.008], [-0.029, -0.046, -0.022], [0.013, -0.016, -0.025], [-0.023, 0.025, 0.043], [-0.020, 0.023, -0.048], [-0.020, -0.026, -0.026], [0.015, -0.017, 0.036], [-0.008, 0.027, 0.000], [-0.035, -0.025, -0.003], [-0.003, 0.022, 0.006], [0.038, -0.006, -0.009], [-0.006, -0.004, 0.032], [0.030, 0.049, -0.040], [0.004, 0.042, -0.024], [0.028, 0.021, 0.031], [-0.028, -0.005, 0.013], [-0.003, -0.007, -0.048], [0.033, -0.015, 0.010], [-0.005, 0.041, -0.011], [-0.028, -0.019, 0.021], [0.030, -0.008, -0.024], [-0.049, -0.024, 0.010], [0.003, 0.028, 0.011], [0.041, 0.050, 0.007], [0.020, -0.024, 0.031], [0.020, -0.018, -0.037], [0.010, 0.008, -0.043], [0.034, -0.008, 0.025], [-0.027, -0.018, 0.010], [0.013, 0.008, -0.069], [-0.043, -0.022, 0.010], [0.000, 0.036, 0.025], [0.040, -0.024, -0.003], [-0.030, 0.042, 0.015], [-0.022, -0.013, -0.008], [0.023, -0.031, 0.010], [-0.031, -0.002, -0.022], [0.016, 0.035, -0.007], [0.035, -0.039, 0.014], [0.013, 0.032, 0.022], [-0.055, -0.009, -0.009], [0.034, 0.002, -0.030], [-0.028, -0.014, -0.010], [-0.008, 0.001, 0.038], [-0.223, 0.137, 0.012], [-0.091, -0.030, 0.003], [-0.906, -0.125, -0.010], [-0.038, -0.043, 0.013], [0.035, 0.007, -0.032], [0.062, 0.005, 0.009], [0.315, -0.147, -0.001], [-0.261, -0.217, -0.021], [-0.078, 0.027, 0.003]],
  "lowdin_charge": [1.009, 0.016, -0.198, -0.226, -0.117, -0.057, -0.152, 0.007, -0.168, 0.012, -0.116, -0.049, -0.110, 0.024, -0.150, 0.032, -0.110, -0.049, -0.118, 0.019, -0.169, -0.002, -0.150, -0.056, -0.116, 0.004, -0.165, 0.016, -0.559, -0.045, -0.068, -0.049, -0.289, -0.181, -0.558, -0.065, -0.048, -0.047, -0.199, -0.233, -0.019, -0.552, -0.044, -0.040, -0.063, -0.288, -0.181, -0.557, -0.047, -0.046, -0.070, 0.096, 0.097, 0.108, 0.120, 0.126, 0.112, 0.111, 0.128, 0.114, 0.113, 0.103, 0.128, 0.114, 0.101, 0.121, 0.120, 0.127, 0.118, 0.109, 0.093, 0.077, 0.086, 0.091, 0.087, 0.084, 0.079, 0.077, 0.087, 0.089, 0.086, 0.073, 0.091, 0.076, 0.084, 0.085, 0.084, 0.077, 0.111, 0.097, 0.096, 0.078, 0.092, 0.085, 0.059, 0.089, 0.091, 0.090, 0.074, 0.087, 0.076, 0.085, 0.091, 0.061, 0.090, 0.087, 0.087, 0.085, 0.085, -0.394, -0.168, 0.078, 0.012, 0.013, 0.010, 0.227, 0.032, 0.110]
}

=====

{
  "formula": "C7H31ClNO9",
  "method": "wB97M-V/def2-TZVPD",
  "largest_force_ha_per_bohr": 0.059,
  "orbital_gap_ha": 0.322,
  "relative_energy_ev": 1.207,
  "e_lumo_ev": 2.800,
  "total_energy_ev": -40202.9687,
  "total_charge": -1,
  "elements": ["Cl", "C", "O", "C", "C", "N", "C", "C", "O", "C", "H", "H", "H", "H", "H", "H", "H", "H", "H", "H", "H", "H", "H", "H", "H", "C", "O", "H", "H", "H", "H", "O", "H", "H", "O", "H", "H", "O", "H", "H", "O", "H", "H", "O", "H", "H", "O", "H", "H"],
  "xyz": [[0.405633, -1.737233, 0.548685], [-1.723497, 1.072287, -3.459715], [-1.310997, 1.580417, -2.195275], [0.081383, 1.174717, -1.879985], [0.724583, 1.999457, -0.752885], [0.061163, 1.784447, 0.504605], [0.652083, 2.520377, 1.613845], [0.533083, 4.041357, 1.662545], [-0.792577, 4.453857, 1.294955], [-0.888407, 5.953087, 1.238855], [-2.793887, 1.188157, -3.629835], [-1.535727, 0.000497, -3.523875], [-1.180257, 1.469927, -4.316965], [0.734293, 1.315807, -2.741325], [0.083643, 0.104107, -1.675345], [0.635283, 3.074617, -0.908305], [1.787353, 1.807177, -0.605735], [0.322573, 0.820217, 0.652975], [1.711963, 2.266347, 1.628765], [0.305713, 2.123847, 2.568255], [1.338213, 4.359177, 1.000085], [0.851143, 4.384177, 2.647135], [-0.397517, 6.443767, 2.079315], [-1.937917, 6.247387, 1.242525], [-0.493817, 6.479347, 0.369685], [2.525913, -4.036213, 2.464485], [1.365293, -4.590653, 1.908195], [3.255593, -4.761573, 2.824365], [3.008243, -3.332123, 1.786455], [2.326683, -3.514883, 3.400765], [0.967783, -3.976693, 1.286395], [-2.462977, -1.812343, -1.474255], [-1.629627, -1.453393, -1.169435], [-3.061187, -1.065093, -1.472385], [-1.955207, -3.666603, 1.980485], [-1.222247, -3.178473, 1.605355], [-2.712957, -3.399053, 1.460415], [-1.601277, -4.470273, -1.025675], [-1.104317, -5.271823, -0.862065], [-0.960417, -3.766173, -0.926835], [0.757333, -3.068543, -2.333625], [1.653783, -3.068573, -2.669195], [0.808623, -2.579983, -1.512095], [-2.422427, -0.058373, 0.931005], [-3.135367, -0.679703, 1.078985], [-1.652407, -0.607413, 0.783165], [3.451233, -0.978743, -0.835185], [4.001423, -0.488423, -0.224365], [2.625003, -1.102213, -0.367925]],
  "forces_ev_per_angstrom": [[0.155, -0.006, -0.157], [0.492, -0.810, 0.295], [1.398, -0.025, -0.166], [-0.635, 0.703, -0.296], [-1.156, 1.071, 0.147], [-0.295, -0.303, 0.485], [-0.069, -0.669, 0.622], [-0.154, -0.804, -1.021], [1.058, 2.824, 0.019], [-0.277, -1.265, 0.302], [0.030, 0.419, 0.394], [-0.023, -0.345, 0.197], [0.169, 0.611, 0.006], [-0.164, 0.073, -0.458], [0.003, -0.060, 0.313], [0.003, 0.122, -0.831], [0.524, -0.404, -0.705], [-0.735, -0.547, 0.811], [0.760, 0.410, 0.160], [-0.550, -0.260, -0.190], [-0.345, 0.886, -0.613], [-0.361, 0.109, 0.327], [0.023, -0.371, 0.403], [-0.102, -0.507, 0.243], [0.478, -0.825, -0.546], [0.100, 0.716, 0.481], [0.312, -0.998, 0.252], [-0.089, -0.669, -0.707], [0.139, -0.026, -0.051], [-0.447, 0.517, 0.054], [0.039, 0.491, -0.029], [-0.386, -0.362, -0.371], [0.368, 0.163, 0.184], [0.004, 0.339, 0.122], [-0.360, -0.243, 0.667], [0.380, 0.296, -0.219], [-0.051, -0.057, -0.352], [-0.478, -0.404, -0.047], [0.181, -0.125, 0.106], [0.153, 0.240, -0.114], [-0.080, -0.317, -0.670], [0.230, 0.017, -0.050], [0.016, 0.399, 0.700], [-0.580, 0.558, 0.141], [-0.095, -0.236, 0.062], [0.566, -0.269, 0.060], [0.460, 0.049, -0.419], [0.115, 0.089, 0.127], [-0.728, -0.196, 0.335]],
  "nbo_charge": [-0.915, -0.254, -0.541, -0.069, -0.242, -0.593, -0.226, -0.074, -0.520, -0.260, 0.182, 0.180, 0.150, 0.163, 0.190, 0.185, 0.159, 0.373, 0.147, 0.199, 0.151, 0.162, 0.163, 0.189, 0.169, -0.239, -0.743, 0.155, 0.170, 0.148, 0.496, -0.948, 0.477, 0.468, -0.958, 0.485, 0.464, -0.940, 0.457, 0.480, -0.970, 0.463, 0.486, -0.951, 0.454, 0.485, -0.963, 0.459, 0.495]
}